52
Properties=species:S:1:pos:R:3:forces:R:3 method="wB97M-V/def2-TZVPD" largest_force_ev_per_a=1.5 de_lowest_kcal_mol=10.7 total_energy_ha=-1586.1674 charge=0 gap_ev=9.475 homo_energy_ev=-9.02 lumo_energy_ev=0.450
C -0.11692 -1.47265 2.05518 0.1 0.2 -0.2
C -2.28922 -3.44249 -3.15561 0.1 0.1 0.0
C -0.51652 2.80822 3.34243 0.4 0.2 0.2
C -0.44079 -2.04478 -3.79893 0.1 0.0 0.1
H -2.82593 2.08651 0.08972 0.0 0.0 0.0
C -1.51302 -4.01238 -2.16117 0.1 -0.2 0.2
H 1.86695 0.44431 0.10400 0.1 0.1 -0.1
C 3.54645 -1.16387 -1.39763 0.4 0.1 -0.2
C 1.76674 -2.17274 -2.66642 -0.1 0.1 -0.1
H -1.59828 0.41563 1.21360 -0.1 0.1 0.1
H -1.13621 5.31328 1.03310 0.0 0.1 0.0
C 1.32606 -0.42885 0.43234 -0.1 -0.1 0.0
C -0.22747 4.05851 2.50726 -0.1 0.0 0.1
H -2.57665 1.23402 2.44466 0.0 0.0 -0.1
C -0.21396 -3.58149 -1.98590 0.3 -0.1 -0.1
H 0.48223 3.77422 1.72845 0.1 0.0 0.0
H -2.34982 -2.02209 -4.75537 0.0 0.0 -0.1
H -1.89045 -4.79002 -1.51388 -0.1 -0.1 0.1
C -1.74989 -2.46050 -3.97222 -0.1 0.0 0.0
C -2.56119 3.74666 1.42565 0.1 0.1 -0.2
H -3.20490 4.28293 0.72522 -0.1 0.0 0.1
H -0.68737 -1.41823 2.96976 -0.1 0.0 0.1
O 2.51039 -2.20328 -3.62722 0.0 0.0 -0.1
H 3.81792 -1.05957 -0.34603 0.0 -0.1 -0.1
H 0.28468 2.67136 4.07217 -0.2 0.0 0.0
H 3.47215 0.02448 -3.18890 0.0 0.0 -0.1
S 0.82715 -4.31190 -0.69047 -0.3 1.4 -0.4
H 0.27229 4.79624 3.13637 0.1 0.0 0.0
O 1.65154 1.24239 2.94753 0.3 0.1 0.0
H -3.30745 -3.77067 -3.29973 -0.1 0.0 0.0
H -0.53355 -3.55565 1.68239 -0.1 -0.1 0.1
H -1.90913 5.40130 2.60803 0.0 0.1 0.0
C 0.33994 -2.59331 -2.78682 -0.3 -0.2 -0.3
C -0.03734 -2.65672 1.34724 -0.1 -0.2 0.0
H 3.05002 0.92689 -1.72847 0.0 0.1 0.1
O -0.01877 -5.24483 0.04927 -0.5 -0.9 0.5
H 4.19995 -1.90589 -1.86564 0.0 0.1 0.2
H -1.46867 2.89658 3.86959 0.0 0.0 0.0
N 2.18654 -1.69511 -1.45633 0.3 0.0 -0.1
C -2.05102 2.46943 0.75708 -0.2 -0.1 0.2
C 0.56692 -0.35265 1.59108 0.2 -0.3 0.0
H -1.16982 2.68419 0.15142 0.1 -0.1 -0.1
N -0.53803 1.60595 2.53036 -0.2 0.0 0.2
C -1.72899 1.35227 1.75789 -0.2 -0.1 -0.5
C 1.39533 -1.61262 -0.29892 -0.4 0.1 0.6
C 3.70498 0.16092 -2.13657 -0.1 -0.2 0.1
H -0.01030 -1.29367 -4.44372 0.1 0.0 -0.1
C -1.46481 4.71402 1.88485 0.0 -0.1 0.0
H -3.18692 3.46653 2.27587 -0.1 0.0 0.0
H 4.73325 0.50098 -2.04911 0.1 0.1 0.0
C 0.61321 0.90940 2.40473 -0.1 -0.2 0.0
C 0.70869 -2.72125 0.18783 0.4 -0.1 0.0

---

108
Properties=species:S:1:pos:R:3:forces:R:3 method="wB97M-V/def2-TZVPD" multiplicity=3 largest_force_ev_per_a=12.5 total_energy_ha=-4337.0243 charge=0 gap_ev="5.660 / 5.958" homo_energy_ev="-8.13 / -8.13" lumo_energy_ev="-2.467 / -2.169"
O -7.43191 -20.82899 3.59728 -0.1 0.9 -0.1
C -4.16833 -24.43461 3.54500 -0.8 -0.7 2.2
H 1.11739 -22.06398 9.21783 -1.0 0.0 0.3
H -5.47523 -19.73552 8.34464 0.1 0.3 -0.7
H -1.35967 -27.20873 4.85651 0.1 0.2 -1.0
V -3.01313 -19.62517 3.23697 -1.0 -5.7 -1.5
C -7.25852 -24.26333 6.56928 2.9 0.1 -1.2
O -5.19624 -19.12285 10.24746 0.8 0.3 1.1
C -4.81907 -26.68515 2.76086 0.1 -0.6 -0.1
C -0.90159 -20.56999 7.87354 0.7 -1.4 1.9
C -4.14945 -20.28375 12.23192 0.5 2.0 -1.4
C -5.13718 -20.33475 11.03978 -0.2 0.3 -0.3
H -3.87506 -24.06884 2.56097 -0.2 -0.4 -0.7
O -4.12696 -19.34133 1.35911 3.1 1.4 -3.3
H -1.85414 -16.80405 8.33025 0.0 -0.2 0.2
C 0.12056 -17.42321 11.16281 0.6 -0.3 -0.3
H -6.19156 -22.42233 7.11402 -0.2 0.2 0.1
H -4.83261 -26.15180 1.81036 1.0 -1.0 -1.0
H -3.58763 -28.47394 2.63530 -0.3 -0.6 0.6
C -5.47735 -29.40470 5.22788 -1.1 -0.2 -0.5
H -6.94284 -19.53196 9.19342 -0.5 0.6 0.1
C -7.24404 -28.01014 5.86532 0.5 1.4 -1.2
H -0.83220 -24.98427 5.85605 0.1 -0.7 0.0
C -2.31136 -17.17737 7.41391 0.0 -1.1 -0.1
C -4.09551 -15.77214 5.15230 1.1 0.7 -0.6
O -2.18032 -20.85251 2.57607 -1.4 3.8 1.8
O 0.47969 -20.28500 8.17194 0.1 -0.1 -0.5
H -0.37148 -20.00502 11.43465 0.4 0.5 -0.8
H -2.57024 -23.36984 4.23664 0.7 0.1 0.5
H -1.46693 -23.55623 6.44021 -0.5 0.7 -0.4
C -1.71751 -24.61495 6.37366 -0.1 0.5 -0.2
O -0.60580 -18.04340 12.20668 -0.2 0.1 -0.4
N -1.73374 -18.48956 7.03580 0.9 2.9 -1.1
H -1.01285 -16.32693 6.06209 0.1 0.0 -0.1
H -4.45773 -29.58656 4.88817 -0.1 0.8 0.1
O -3.37399 -20.07570 5.34424 6.9 4.0 4.3
H -4.81292 -15.87246 5.96677 0.4 -1.2 0.4
H -7.62266 -26.27519 4.63622 0.1 0.0 0.0
H -4.22482 -21.22439 12.77745 0.4 -0.2 -0.3
H -2.37499 -18.90923 6.37795 0.2 0.3 -0.4
H -8.26498 -24.03888 6.92252 -0.2 -0.4 0.7
H -4.40878 -19.51429 12.95910 -0.4 0.2 0.1
O -5.53680 -20.36518 5.50169 -7.1 3.1 6.6
H -2.68339 -19.04113 11.34295 -0.7 0.2 -0.1
C -2.05514 -16.19278 6.35148 1.2 0.3 -1.4
H -1.46750 -18.95216 9.07411 -0.3 0.2 -0.1
H -7.02949 -25.95348 7.42636 0.7 -0.7 0.6
H -7.40435 -28.45268 6.84846 0.3 0.3 0.4
C 1.24941 -21.48415 8.30434 0.1 0.8 0.1
H -1.90460 -28.90411 4.33085 0.4 0.1 -0.2
H -4.79289 -21.21029 10.48933 -0.1 0.1 -0.7
H -5.71314 -27.30860 2.75357 0.1 -0.4 0.1
H -7.29496 -23.84751 5.56237 0.4 -0.1 -0.3
C -7.71084 -26.53924 5.69007 1.6 -0.3 0.7
H -4.81111 -23.66411 3.97075 0.3 0.3 0.0
H -7.93965 -28.54621 5.21968 0.3 -0.7 -0.5
C -0.47502 -19.45412 12.36947 0.4 0.1 -1.4
H 1.18522 -17.65346 11.20260 0.3 0.2 0.5
H -2.13987 -25.12422 3.91656 0.4 0.5 -0.8
O -4.44821 -21.14765 4.12715 0.5 -5.3 -11.0
H -4.45780 -21.98993 8.18607 0.0 0.3 -0.4
H -2.10081 -28.20127 5.94830 -0.2 -0.5 0.1
H 0.43733 -19.72442 12.90111 -0.2 0.2 0.7
H -2.10739 -15.14981 6.66385 -0.6 0.1 0.0
C -1.78161 -19.37881 8.12154 -0.2 -1.1 0.2
C -2.85317 -24.41735 4.34041 -0.8 -1.8 0.5
H -1.06155 -21.32598 8.64230 -1.1 -0.3 0.2
H -5.89597 -25.19058 3.22300 -0.8 -0.1 0.5
O -4.95378 -18.44726 2.95296 3.3 5.7 10.6
H -1.60684 -21.00450 13.21679 -0.2 -0.3 -0.2
H -1.71230 -24.86465 7.43466 -0.4 -0.9 -0.2
H -5.95857 -18.02849 8.70424 -0.3 -0.2 0.1
H -1.07891 -21.10048 6.93799 0.3 0.4 -0.6
H -5.65030 -30.04279 6.09451 -0.1 0.0 0.3
O -6.25918 -19.15136 1.69553 -5.9 0.3 -3.6
H -3.38901 -17.27927 7.54196 -0.4 0.1 0.5
H -6.55347 -23.55442 8.43405 0.3 0.2 0.5
H -6.17393 -29.71658 4.44967 0.1 -0.8 -0.3
O -2.93342 -24.92994 5.69898 0.8 1.6 -0.1
C -1.77510 -19.99681 12.83686 -0.9 -0.1 0.5
O -2.78662 -16.46176 5.14340 -2.3 0.8 0.6
H 1.06981 -22.14084 7.45309 0.4 0.0 -0.1
C -5.12425 -18.64229 1.75595 0.8 -8.6 0.3
H -0.02820 -16.34350 11.17675 -0.1 -0.1 0.4
H -0.11111 -17.73967 10.14581 -0.7 -0.4 0.0
C -4.40167 -20.70238 5.24928 -0.9 3.0 -3.5
H -3.01084 -23.01668 8.00768 -0.2 -0.2 -0.1
C -2.12174 -27.98771 4.87963 -1.1 0.2 1.7
N -2.76057 -19.97591 11.71756 0.0 -1.4 1.5
H -2.13265 -19.42213 13.69126 -0.2 0.2 0.2
N -6.78459 -25.68275 6.48464 -2.6 1.0 0.4
H -2.84583 -19.60695 8.06241 -0.3 -1.2 1.6
C -3.56936 -27.51319 3.14981 -0.3 1.5 0.7
H -4.61190 -15.94156 4.20746 0.3 -0.4 0.1
O -4.80243 -23.91022 7.36566 -0.8 1.3 0.3
H -2.63336 -27.08484 2.79130 0.0 0.5 -0.3
N -5.10321 -25.62837 3.67017 1.1 2.5 0.2
O -3.45420 -27.52253 4.61540 1.4 -0.8 -2.5
H -4.25834 -23.32103 9.26094 0.3 -0.1 0.3
C -5.96977 -19.06347 9.04599 1.1 -1.8 0.9
V -6.45674 -19.64260 3.77600 1.6 -2.7 -0.5
O -5.85464 -28.05675 5.44430 -1.1 -0.5 0.9
C -4.07751 -23.01041 8.23190 -0.5 -0.8 -0.2
C -6.16688 -23.46865 7.41852 -1.2 -0.7 -0.5
H -3.92802 -14.69645 5.20643 0.4 0.2 -0.3
H 2.28571 -21.18000 8.45157 0.1 0.1 -0.8
H -6.16209 -20.52954 11.35556 -0.1 -0.2 0.4
H -8.75839 -26.43795 5.97378 -0.3 0.0 0.2